A molecular structure, C2H16O6Tl in a non-equilibrium geometry, computed with ωB97M-V with the def2-TZVPD basis set.

Atoms and positions in Å:
Tl1 -0.71252 -0.40390 -0.35448
C1 2.87113 0.65838 0.83025
C2 1.56455 -0.09023 1.06199
O1 1.09299 -0.70543 -0.11840
H1 2.84779 1.52802 0.17352
H2 3.61348 -0.02505 0.41801
H3 3.20097 1.13992 1.75081
H4 0.83824 0.57679 1.52638
H5 1.77426 -0.88939 1.77296
H6 1.78749 -1.26038 -0.48076
O2 0.49753 1.02466 -1.27552
H7 1.36286 0.72420 -1.55329
H8 0.52071 1.97315 -1.40226
O3 -1.14722 -0.05287 -2.36845
H9 -1.24862 0.72906 -2.91118
H10 -1.54322 -0.75565 -2.88373
O4 -0.46168 -0.74561 1.65853
H11 -1.16607 -0.87191 2.29423
H12 0.31660 -1.09906 2.08934
O5 -2.07572 0.25033 0.93126
H13 -2.17698 1.12929 1.29652
H14 -2.85412 -0.22286 1.22524
O6 -2.62317 -0.73956 -1.09718
H15 -3.49692 -0.47259 -0.81165
H16 -2.78242 -1.39927 -1.77221

Cartesian forces, eV/Å:
Tl -4.641 -0.800 -3.256
C 0.041 0.004 -0.432
C 4.375 2.654 2.001
O 7.221 -3.560 0.636
H -0.572 -0.098 -0.364
H 0.374 0.056 0.361
H 0.199 -0.603 0.300
H 0.637 0.221 -0.831
H 0.500 0.010 0.093
H 0.441 -0.746 -0.346
O 1.521 4.355 -1.002
H 0.522 0.007 -0.234
H -0.162 0.920 -0.145
O 1.068 -0.111 -4.876
H 0.367 0.709 -0.444
H 0.056 -0.062 -0.857
O 0.122 -3.543 5.245
H -0.318 -0.270 0.402
H 0.188 -0.716 0.529
O -5.369 3.904 1.976
H -0.107 0.977 0.367
H -0.811 -0.365 0.086
O -4.286 -2.416 0.602
H -0.774 0.101 0.407
H -0.590 -0.628 -0.220

Computed properties:
charge	+3
energy	-708.212456	a.u.
highest occupied orbital energy	-0.85145	hartree
orbital gap	0.3886	hartree

---

A molecular structure, C2H16O7Pd in a non-equilibrium geometry, computed with ωB97M-V with the def2-TZVPD basis set.

Atoms and positions in Å:
Pd1 -0.56870 1.94389 2.77563
C1 -3.28632 1.63207 0.71606
O1 -2.81642 2.25131 1.95093
H1 -4.02986 2.31718 0.30878
H2 -2.53070 1.39745 -0.03366
H3 -3.81938 0.68189 0.68290
C2 0.36908 0.13800 -0.06108
O2 0.39393 0.47048 1.32839
H4 1.38632 0.29595 -0.41938
H5 0.03840 -0.86695 -0.32341
H6 -0.18353 0.68316 -0.82629
O3 -0.71163 -2.27965 2.08280
H7 -1.52247 -2.02204 1.64414
H8 -0.21594 -1.46529 2.16846
O4 3.20427 1.47999 0.87975
H9 3.21291 1.42510 -0.07584
H10 2.35044 1.12888 1.13259
O5 -0.83136 -3.54815 -0.96840
H11 -0.39031 -2.86307 -0.46603
H12 -0.48026 -3.45973 -1.85449
O6 3.51892 -1.45558 -1.12037
H13 3.31892 -0.74534 -0.51062
H14 3.95351 -2.11791 -0.58309
O7 -0.07424 1.97251 -3.03826
H15 0.36048 1.78712 -2.20586
H16 -0.64596 1.21867 -3.18353

Cartesian forces, eV/Å:
Pd -0.106 -1.119 -1.828
C 0.415 1.299 0.150
O -0.146 -1.900 -1.622
H 0.039 0.236 -0.050
H 0.706 0.590 0.340
H -0.221 -0.284 1.570
C 0.686 0.472 0.589
O -0.995 0.529 -0.182
H 0.242 -0.548 -0.301
H 0.257 -0.480 0.659
H -0.868 1.017 0.716
O -0.073 -0.537 0.032
H -0.218 0.022 -0.070
H 0.343 0.687 -0.140
O 0.614 0.055 -0.045
H 0.111 0.223 -0.234
H -0.852 -0.231 0.383
O -0.301 -0.098 -0.076
H 0.218 0.056 0.411
H 0.101 -0.037 -0.243
O -0.095 -0.022 -0.363
H 0.003 0.146 0.316
H 0.117 -0.172 0.133
O -0.038 0.280 -0.191
H 0.186 0.019 0.157
H -0.123 -0.203 -0.111

Computed properties:
energy above the lowest of the compared OMol25 structures with the same formula, charge and spin	2.329	eV
charge	0
energy	-740.126801	a.u.
⟨S²⟩	2.010
highest occupied orbital energy (alpha / beta)	-0.35442 / -0.34777	hartree
spin multiplicity	3
orbital gap (alpha / beta)	0.3076 / 0.2284	hartree

---

A molecular structure, C2H17NO5 in a non-equilibrium geometry, computed with ωB97M-V with the def2-TZVPD basis set.

Atoms and positions in Å:
C1 2.41778 1.26247 -1.06098
N1 1.41727 0.36724 -0.48005
C2 1.59574 0.21430 0.96326
H1 2.36838 2.25762 -0.62939
H2 3.44387 0.89586 -0.91876
H3 2.25036 1.33171 -2.13600
H4 1.45359 -0.53341 -0.94771
H5 2.62373 -0.07256 1.24148
H6 0.95063 -0.59148 1.29921
H7 1.29805 1.13218 1.47487
H8 -1.40370 1.17891 0.62833
H9 -2.37791 1.09360 2.11350
O1 -1.62596 0.70240 1.67518
H10 -2.25537 -0.97863 -0.97694
H11 -1.99556 0.38691 -1.53543
O2 -2.42500 -0.45148 -1.77289
H12 0.35700 -3.33939 -0.93600
H13 -0.32433 -2.45535 0.06951
O3 0.56230 -2.65929 -0.29298
H14 -0.90950 2.41569 -0.01690
H15 -0.08545 1.20071 -0.64916
O4 -1.03813 1.58774 -0.51152
H16 -1.84076 -0.89617 1.34374
H17 -2.61562 -2.26993 1.18716
O5 -1.84140 -1.77964 0.86846

Cartesian forces, eV/Å:
C 0.310 -0.475 -0.385
N -0.096 0.863 -0.125
C 0.040 -0.568 -0.007
H -0.174 0.118 0.117
H -0.073 0.020 0.093
H -0.029 0.129 0.010
H -0.164 -0.087 0.239
H -0.148 0.276 -0.115
H -0.135 0.047 0.122
H 0.140 -0.057 0.000
H -1.078 -2.039 2.541
H -0.267 0.250 -0.006
O 0.672 0.585 -1.349
H -0.141 -0.170 -0.051
H -0.438 -0.319 -0.381
O 0.300 0.218 0.244
H 0.205 -0.169 -0.244
H 0.259 0.182 0.192
O -0.375 0.082 0.039
H 0.186 0.361 -0.880
H -0.157 -0.360 0.245
O 1.139 1.171 -0.128
H 0.097 -0.136 -0.290
H 0.410 0.215 -0.154
O -0.484 -0.135 0.273

Computed properties:
energy above the lowest of the compared OMol25 structures with the same formula, charge and spin	1.281	eV
charge	0
energy	-517.334645	a.u.
highest occupied orbital energy	-0.36499	hartree
orbital gap	0.3800	hartree

---

8 unconnected molecules or ions with the total composition C2H18ClO7 in a non-equilibrium geometry, computed with ωB97M-V with the def2-TZVPD basis set.

Atoms and positions in Å:
Cl1 -7.75792 -16.16131 14.65194
O1 -6.19933 -17.59277 11.95266
H1 -6.54095 -18.43381 12.25626
H2 -6.83863 -16.94947 12.25876
O2 -9.92302 -15.01936 12.22240
H3 -9.66313 -15.26072 13.11146
H4 -10.37298 -14.18055 12.32328
O3 -10.75249 -16.44212 15.63044
H5 -9.84623 -16.49770 15.32739
H6 -11.05247 -17.35068 15.65802
O4 -6.16550 -13.93184 16.48610
H7 -6.20313 -13.07550 16.06009
H8 -6.74247 -14.48660 15.96115
O5 -6.92295 -13.89542 12.20706
H9 -6.71988 -14.64104 12.77190
H10 -7.80373 -14.07600 11.87866
O6 -7.69691 -19.32144 15.21421
H11 -7.01006 -19.01688 15.80727
H12 -8.10263 -18.51945 14.88491
C1 -5.50676 -16.72687 19.51598
C2 -4.74261 -17.00734 18.17094
O7 -5.58220 -17.45939 17.17396
H13 -6.01146 -17.64777 19.80809
H14 -6.22644 -15.92526 19.34995
H15 -4.75108 -16.40810 20.23392
H16 -3.91031 -17.65629 18.44341
H17 -4.31639 -16.08459 17.77728
H18 -5.70442 -16.83606 16.45416

Cartesian forces, eV/Å:
Cl 0.338 -0.012 -0.180
O 0.232 0.125 0.048
H -0.062 -0.361 0.066
H -0.207 0.164 -0.146
O 0.379 -0.048 -0.309
H -0.193 -0.137 0.265
H -0.255 0.243 0.011
O -0.169 0.291 -0.026
H 0.037 -0.117 0.137
H -0.184 -0.251 0.036
O 0.152 -0.160 0.228
H 0.069 0.297 -0.102
H -0.118 -0.045 -0.017
O 0.218 0.274 0.190
H 0.225 -0.153 0.031
H -0.458 -0.148 -0.214
O -0.023 -0.116 -0.341
H 0.424 0.035 0.520
H -0.373 0.089 -0.074
C 0.665 -0.049 -1.667
C 0.166 2.008 1.724
O -1.292 -1.792 -1.137
H 0.028 0.132 0.255
H -0.072 -0.070 0.174
H -0.227 -0.108 0.257
H -0.110 -0.572 -0.643
H 0.360 0.226 0.524
H 0.449 0.253 0.389

Computed properties:
charge	0
energy	-1073.753745	a.u.
⟨S²⟩	0.753
highest occupied orbital energy (alpha / beta)	-0.38700 / -0.38680	hartree
spin multiplicity	2
orbital gap (alpha / beta)	0.3869 / 0.1523	hartree

---

8 unconnected molecules or ions with the total composition C2H19O8 in a non-equilibrium geometry, computed with ωB97M-V with the def2-TZVPD basis set.

Atoms and positions in Å:
O1 -0.55672 2.31695 0.10700
H1 -0.00981 2.51161 -0.65758
H2 -0.26370 1.46377 0.43538
H3 -1.45070 2.20226 -0.22352
C1 -0.18551 -1.25987 0.40707
O2 0.35344 -0.12970 1.08654
H4 -1.09493 -1.69738 0.81896
H5 -0.45493 -1.16360 -0.64471
H6 0.61166 -2.00287 0.43044
C2 -3.31570 0.83602 -1.93456
O3 -2.89970 1.93440 -1.23640
H7 -4.10673 0.41398 -1.31467
H8 -3.78780 0.96545 -2.90845
H9 -2.58336 0.03193 -1.86232
O4 -1.49545 1.13429 2.83659
H10 -1.03072 0.37022 2.49533
H11 -0.92457 1.87437 2.63014
O5 2.97818 -2.62434 -0.67732
H12 2.70731 -3.44278 -1.09328
H13 2.53405 -2.62761 0.17060
O6 1.81841 0.22256 3.61385
H14 1.33665 0.13303 2.79158
H15 2.29020 -0.60508 3.70692
O7 2.97008 0.29451 -0.39040
H16 2.14059 0.50348 0.03913
H17 2.95770 -0.65785 -0.48578
O8 0.21065 -0.21164 -2.96118
H18 0.10751 -0.45622 -2.04152
H19 1.14396 -0.32993 -3.13774

Cartesian forces, eV/Å:
O 0.308 2.340 -0.381
H 0.588 0.305 -0.542
H 1.363 -3.841 1.873
H -2.003 -0.273 -0.557
C 1.242 0.599 0.983
O -1.432 0.866 -1.399
H -0.141 0.012 0.604
H 0.041 0.494 -0.451
H -0.264 -0.638 -0.153
C 0.373 -0.409 0.844
O -0.053 0.162 -0.613
H -0.642 -0.093 0.513
H 0.321 0.515 -0.107
H 0.287 -0.088 -0.521
O -0.920 0.505 0.177
H 0.674 -0.403 -0.396
H 0.242 0.044 0.238
O 0.171 0.118 -0.074
H -0.041 -0.176 -0.198
H -0.099 -0.059 0.353
O 0.256 0.260 0.610
H -0.416 -0.223 -0.792
H 0.114 -0.115 0.020
O 0.371 0.544 -0.440
H -0.519 -0.268 0.576
H 0.065 -0.319 -0.173
O -0.387 0.318 -0.278
H 0.169 -0.180 0.287
H 0.333 0.003 -0.002

Computed properties:
charge	0
energy	-689.322569	a.u.
⟨S²⟩	0.754
highest occupied orbital energy (alpha / beta)	-0.32431 / -0.32430	hartree
spin multiplicity	2
orbital gap (alpha / beta)	0.3168 / 0.2066	hartree

---

10 unconnected molecules or ions with the total composition C2H22NO11 in a non-equilibrium geometry, computed with ωB97M-V with the def2-TZVPD basis set.

Atoms and positions in Å:
C1 0.96363 1.82652 1.74995
N1 2.07452 1.04580 1.28954
C2 2.25741 -0.36554 1.37181
O1 3.29401 -0.76010 0.88399
O2 1.28884 -0.97452 1.89296
H1 0.29635 2.02494 0.82626
H2 1.14321 2.84752 2.09123
H3 0.31712 1.41030 2.48704
H4 2.66654 1.55979 0.62284
H5 -1.20816 -1.41485 0.63488
H6 -3.00170 -1.27387 0.48076
O3 -2.05764 -0.86922 0.62045
H7 -1.62823 -0.73107 2.80052
H8 -0.27601 -1.13138 2.60285
O4 -0.96023 -1.33949 3.16274
H9 -1.82117 2.86322 -1.43324
H10 -2.94637 2.32529 -0.74599
O5 -2.57076 2.45062 -1.64586
H11 2.12284 -2.19833 -2.07486
H12 0.83429 -2.55831 -1.45056
O6 1.27596 -2.41879 -2.30934
H13 0.91969 -2.01444 1.10144
H14 -0.40321 -3.00559 1.40838
O7 0.01471 -2.45828 0.68440
H15 1.84436 1.88264 -1.07467
H16 1.18447 1.54825 -2.55405
O8 1.36791 2.22849 -1.87858
H17 -2.96502 0.85119 1.10325
H18 -3.43363 2.34780 1.25062
O9 -3.49061 1.55382 0.73539
H19 -0.42225 0.19188 -3.14523
H20 0.85310 -0.59567 -2.99264
O10 0.52852 0.28168 -3.46502
H21 -1.63933 -0.65933 -1.07804
H22 -1.92168 0.61872 -2.10028
O11 -1.73609 -0.31611 -1.99587

Cartesian forces, eV/Å:
C -1.228 0.661 -1.331
N -0.757 2.673 -0.215
C -0.799 -1.403 0.655
O 0.722 0.171 -0.357
O 1.951 1.675 0.319
H 0.851 -0.467 0.782
H 1.007 -0.035 -0.240
H -0.016 -1.170 0.443
H 0.251 -0.565 0.484
H -0.967 -0.939 0.026
H 3.367 0.343 0.302
O -2.569 0.366 -0.056
H -0.172 -0.666 0.400
H 2.979 0.485 -1.676
O -3.256 0.100 2.063
H 5.068 2.779 0.620
H -0.325 -0.635 -0.756
O -4.461 -2.225 -0.422
H 3.538 0.712 0.771
H -0.116 -0.086 -0.348
O -3.406 -0.545 -0.233
H -2.700 -1.339 -0.516
H 0.922 0.766 -1.082
O 0.555 -0.913 0.522
H -0.890 0.080 -2.183
H -0.057 -0.974 0.032
O 0.807 0.986 2.213
H 0.733 -0.480 0.278
H 0.052 0.272 0.816
O -0.854 0.335 -0.737
H 1.223 0.110 -0.488
H -0.627 2.084 -1.541
O -0.299 -2.613 1.794
H -0.454 1.324 -0.669
H -0.548 0.473 1.113
O 0.476 -1.337 -0.783

Computed properties:
charge	0
energy	-971.674661	a.u.
⟨S²⟩	0.761
highest occupied orbital energy (alpha / beta)	-0.38724 / -0.38723	hartree
spin multiplicity	2
orbital gap (alpha / beta)	0.3715 / 0.1968	hartree